1.
The following is a quantum chemistry calculation of an isolated molecule of C20H24ClN3O2, from the OMol25 dataset.

Calculated values
energy above the lowest of the compared OMol25 structures with the same formula, charge and spin	0.578	eV
electronic energy	-1551.47154	Eh
LUMO	0.02637	Ha
SMILES	CCCOc1ccc(C(=O)N2CCN(c3ccc(N)cc3Cl)CC2)cc1

CARTESIAN COORDINATES (ANGSTROEM)
Cl1 -3.98030 -1.60159 -2.71874
O1 2.58677 -1.84441 -1.03534
O2 0.63183 2.83477 2.73476
N1 -3.01684 -3.54078 1.86138
N2 1.14822 -0.86121 -2.46562
N3 -1.06175 -2.08160 -3.20187
C1 1.57529 2.35774 0.53617
C2 0.13411 -2.71894 -3.71552
C3 -2.85000 -2.23479 -1.56533
C4 -1.18479 -3.38393 0.29359
C5 -0.70011 -3.02879 -0.94756
C6 1.77958 -0.96232 -1.27165
C7 -1.04370 -0.67172 -3.52801
C8 1.44290 0.08509 -0.25948
C9 0.07136 0.06119 -2.74711
C10 1.82207 1.40728 -0.43978
C11 1.02653 4.18957 2.64909
C12 0.93250 1.99226 1.71506
C13 0.81471 -0.28222 0.92696
C14 1.42351 4.35060 5.13488
C15 -3.34193 -2.56044 -0.31704
C16 -2.51281 -3.14183 0.64032
C17 1.39488 -1.84649 -3.49631
C18 0.62428 4.87809 3.95004
C19 0.55190 0.66007 1.89604
C20 -1.50945 -2.42821 -1.91412
H1 -0.52400 -3.85034 1.00992
H2 -2.00518 -0.21501 -3.30057
H3 -0.43933 4.70216 4.11710
H4 0.44118 0.91295 -3.33370
H5 -2.34226 -3.68044 2.59580
H6 -3.87276 -3.10022 2.15639
H7 1.88873 3.37575 0.36626
H8 -0.32199 0.43753 -1.80066
H9 0.78242 5.95195 3.83669
H10 0.52823 4.67318 1.79674
H11 1.09047 4.81982 6.05707
H12 2.32802 1.70115 -1.34815
H13 -4.38277 -2.38280 -0.09295
H14 2.24408 -2.45020 -3.17342
H15 0.24150 -3.69971 -3.25488
H16 1.28985 3.27580 5.22201
H17 -0.01499 -2.87007 -4.79163
H18 -0.87390 -0.59205 -4.60537
H19 2.11398 4.25907 2.50830
H20 2.48338 4.55852 5.00422
H21 0.34149 -3.21286 -1.15561
H22 0.52579 -1.31130 1.07538
H23 1.66221 -1.32134 -4.41969
H24 0.05707 0.39105 2.81594

These are the Löwdin partial charges, in e, on atoms 1 to 6: atom 1 (Cl): 0.720, atom 2 (O): 0.066, atom 3 (O): -0.047, atom 4 (N): 0.095, atom 5 (N): -0.046, atom 6 (N): -0.124

=====

2.
The following is a quantum chemistry calculation of the ion C6H14N2P with charge +1 at a distorted geometry, from the OMol25 dataset.

Calculated values
total charge	+1
energy above the lowest of the compared OMol25 structures with the same formula, charge and spin	0.000	eV
electronic energy	-687.61735	Eh
LUMO	-0.13227	Ha
SMILES	C/[NH+]=C1/NC(C)(C)CP1

CARTESIAN COORDINATES (ANGSTROEM)
P1 1.61392 0.12704 0.86499
N1 -0.62664 0.46772 2.34082
N2 -0.87761 -0.19997 0.03718
C1 -0.10513 -0.45560 -1.21410
C2 -0.10705 0.91752 -2.08091
C3 1.34481 -0.79449 -0.72843
C4 0.17654 0.91837 3.42187
C5 -0.74615 -1.58183 -2.08181
C6 -0.18597 0.23338 1.12994
H1 2.13807 -0.60037 -1.36753
H2 -1.82049 -1.33664 -2.30100
H3 1.15806 0.57661 3.25039
H4 -0.87186 -2.49456 -1.50016
H5 1.16967 -1.85366 -0.43042
H6 -1.85037 -0.10354 -0.00675
H7 0.80748 1.34461 -1.99849
H8 1.84625 1.29908 0.20831
H9 0.27643 2.05295 3.37364
H10 -0.31095 0.57689 4.27809
H11 -0.33820 0.73649 -3.11547
H12 -0.18829 -1.76186 -2.90721
H13 -1.61718 0.30867 2.52816
H14 -0.88534 1.62320 -1.70111

These are the Löwdin partial charges, in e, on atoms 1 to 6: atom 1 (P): 1.064, atom 2 (N): -0.008, atom 3 (N): 0.104, atom 4 (C): -0.504, atom 5 (C): 0.004, atom 6 (C): -0.299

=====

3.
The following is a quantum chemistry calculation of an isolated molecule of C4H8O2S2 at a distorted geometry, from the OMol25 dataset.

Calculated values
energy above the lowest of the compared OMol25 structures with the same formula, charge and spin	2.473	eV
electronic energy	-1103.99809	Eh
LUMO	0.01539	Ha
SMILES	CO[C@@H](CS)OC=S

CARTESIAN COORDINATES (ANGSTROEM)
S1 3.43743 -0.60352 -0.02840
S2 -3.06061 -0.93221 0.21915
O1 -0.79374 1.30149 -0.47423
O2 0.86332 -0.23250 -0.36669
C1 1.87586 -0.25766 0.41853
C2 -1.34101 -0.95810 -0.35698
C3 -0.37898 2.62466 0.14720
C4 -0.41420 0.16524 0.12428
H1 -0.21467 0.14802 1.23693
H2 -1.19950 -0.92081 -1.45245
H3 -0.60212 2.73274 1.18857
H4 0.73028 2.85445 -0.11236
H5 -0.88802 -1.82974 0.05350
H6 -3.54602 0.18378 -0.37909
H7 -1.09844 3.32333 -0.29984
H8 1.78268 0.08309 1.44198

These are the Löwdin partial charges, in e, on atoms 1 to 6: atom 1 (S): 0.630, atom 2 (S): 0.723, atom 3 (O): -0.108, atom 4 (O): -0.079, atom 5 (C): -0.745, atom 6 (C): -0.479